A molecular structure, C16H18BrI2NO3SrTe at a distorted geometry. Source: OMol25; level of theory: ωB97M-V with the def2-TZVPD basis set.

Positions of all 43 atoms, in Å:
Sr: 17.961 8.915 6.639
I: 15.904 11.381 5.572
C: 15.111 10.809 7.479
I: 15.086 8.467 6.950
H: 14.168 11.329 7.658
H: 15.891 10.940 8.232
O: 21.248 11.044 8.289
C: 20.667 10.443 7.244
C: 20.114 11.107 6.166
C: 19.520 10.368 5.174
N: 19.459 9.037 5.145
C: 20.006 8.419 6.191
Br: 19.620 6.637 6.401
C: 20.565 9.056 7.266
H: 21.082 12.018 8.268
H: 20.103 12.202 6.114
H: 19.072 10.850 4.322
H: 21.009 8.457 8.056
C: 7.505 6.132 6.104
C: 9.002 6.176 6.122
C: 9.696 6.745 7.179
C: 11.080 6.709 7.247
C: 11.793 7.323 8.399
C: 11.799 6.093 6.215
Te: 13.976 5.814 6.466
C: 11.125 5.579 5.096
C: 11.867 4.964 3.955
C: 9.738 5.622 5.080
H: 7.079 6.681 6.959
H: 7.153 5.083 6.166
H: 7.103 6.562 5.166
H: 9.140 7.229 7.993
H: 11.090 7.878 9.044
H: 12.584 8.001 8.048
H: 12.292 6.539 9.010
H: 12.650 5.654 3.594
H: 11.183 4.714 3.134
H: 12.385 4.043 4.298
H: 9.210 5.188 4.220
O: 18.449 8.073 8.543
C: 18.884 9.242 8.724
O: 18.322 10.262 8.208
H: 19.696 9.405 9.450

Computed properties:
- LUMO energy (eV) = -1.30
- orbital gap (eV) = 4.67
- strongest force on any atom (eV Å⁻¹) = 11.2
- HOMO (eV) = -5.97
- energy relative to the best compared isomer or geometry (same formula, charge and spin) (kcal/mol) = 119.3
- calculated total energy (eV) = -118884.615

These are the Mulliken partial charges, in e, on atoms 1 to 6: Sr 1.248; I -0.008; C -1.141; I 0.614; H 0.463; H 0.275

***

2 unconnected molecules or ions with the total composition C35H34BBr2F3O2 at a distorted geometry. Source: OMol25; level of theory: ωB97M-V with the def2-TZVPD basis set.

Positions of all 77 atoms, in Å:
Br: 9.542 1.608 -1.911
C: 7.700 1.215 -2.047
C: 6.760 2.245 -1.876
C: 5.406 1.965 -2.007
C: 4.942 0.657 -2.311
C: 3.533 0.431 -2.443
C: 2.954 -0.823 -2.618
C: 1.655 -1.025 -3.083
C: 1.271 -2.274 -3.694
C: 0.455 -2.332 -4.858
C: 0.149 -3.555 -5.454
C: 0.603 -4.745 -4.861
Br: 0.106 -6.408 -5.597
C: 1.407 -4.718 -3.710
C: 1.742 -3.492 -3.139
C: 5.916 -0.368 -2.496
C: 7.277 -0.088 -2.362
H: 7.089 3.255 -1.659
H: 4.663 2.749 -1.865
H: 2.892 1.318 -2.471
H: 3.574 -1.710 -2.423
H: 0.973 -0.181 -3.208
H: 0.101 -1.397 -5.300
H: -0.431 -3.595 -6.373
H: 1.774 -5.639 -3.270
H: 2.354 -3.452 -2.238
H: 5.596 -1.378 -2.749
H: 8.017 -0.865 -2.517
C: 0.334 4.130 1.841
C: -0.687 3.478 2.759
C: -1.051 4.465 3.862
C: -1.965 3.114 1.954
O: -1.803 1.940 1.162
B: -1.187 0.776 1.725
C: -2.279 -0.109 2.586
C: -3.647 -0.030 2.312
C: -4.587 -0.663 3.131
C: -4.155 -1.425 4.207
C: -5.184 -2.110 5.076
F: -4.621 -2.796 6.113
F: -6.066 -1.212 5.621
F: -5.928 -3.008 4.353
C: -2.800 -1.549 4.479
C: -1.869 -0.912 3.647
C: -0.521 -0.148 0.337
C: 0.471 0.702 -0.393
C: -1.689 -0.609 -0.454
C: -2.082 -1.957 -0.440
C: -3.231 -2.366 -1.115
C: -3.995 -1.434 -1.833
C: -3.587 -0.095 -1.886
C: -2.428 0.307 -1.221
O: -0.041 1.077 2.530
C: -0.076 2.198 3.406
H: 0.625 3.438 1.038
H: -0.101 5.040 1.404
H: 1.225 4.412 2.422
H: -1.792 4.030 4.548
H: -0.158 4.740 4.441
H: -1.475 5.383 3.429
H: -2.828 2.962 2.627
H: -2.212 3.922 1.249
H: -4.001 0.506 1.433
H: -5.650 -0.557 2.925
H: -2.461 -2.130 5.331
H: -0.807 -1.073 3.838
H: -0.047 -0.984 0.867
H: 1.313 0.940 0.262
H: 0.861 0.153 -1.255
H: 0.001 1.619 -0.765
H: -1.471 -2.673 0.119
H: -3.534 -3.415 -1.066
H: -4.886 -1.759 -2.377
H: -4.181 0.648 -2.426
H: -2.095 1.345 -1.271
H: 0.971 2.380 3.699
H: -0.642 1.911 4.313

Computed properties:
- LUMO energy (eV) = -3.79
- orbital gap (eV) = 2.72
- strongest force on any atom (eV Å⁻¹) = 1.7
- HOMO (eV) = -6.51
- energy relative to the best compared isomer or geometry (same formula, charge and spin) (kcal/mol) = 24.9
- calculated total energy (eV) = -189854.612

These are the Mulliken partial charges, in e, on atoms 1 to 6: Br -0.132; C 0.108; C -0.588; C -0.476; C 0.783; C -0.222

***

C5H6INO in the gas phase at a distorted geometry. Source: OMol25; level of theory: ωB97M-V with the def2-TZVPD basis set.

Positions of all 14 atoms, in Å:
C: -1.144 -1.205 0.072
C: 0.978 -1.469 0.068
C: -0.683 0.055 0.014
C: 0.798 -0.117 -0.042
C: -1.488 1.319 0.196
N: 1.696 0.971 -0.166
O: -0.170 -2.127 0.100
I: 3.668 0.436 -0.028
H: -2.151 -1.803 -0.049
H: 1.894 -1.993 -0.077
H: -2.417 0.856 0.604
H: -0.959 1.821 1.066
H: -1.621 1.944 -0.651
H: 1.600 1.312 -1.107

Computed properties:
- LUMO energy (eV) = -0.17
- orbital gap (eV) = 8.31
- strongest force on any atom (eV Å⁻¹) = 3.9
- SMILES string = Cc1cocc1NI
- HOMO (eV) = -8.48
- energy relative to the best compared isomer or geometry (same formula, charge and spin) (kcal/mol) = 42.1
- calculated total energy (eV) = -16918.346

These are the Mulliken partial charges, in e, on atoms 1 to 6: C -0.519; C -0.521; C 0.347; C 0.705; C -0.969; N -0.701

***

C4H2N2 in the gas phase at a distorted geometry. Source: OMol25; level of theory: ωB97M-V with the def2-TZVPD basis set.

Positions of all 8 atoms, in Å:
C: -1.824 -0.101 0.016
C: 1.389 -0.498 0.038
C: 0.503 -1.461 0.112
C: 0.104 1.353 -0.017
N: -1.010 0.778 0.074
N: 1.280 0.920 -0.086
H: -2.872 -0.180 -0.151
H: 2.430 -0.810 0.014

Computed properties:
- LUMO energy (alpha / beta) (eV) = -0.93 / -0.93
- orbital gap (alpha / beta) (eV) = 7.80 / 7.79
- strongest force on any atom (eV Å⁻¹) = 1.0
- HOMO (alpha / beta) (eV) = -8.73 / -8.73
- energy relative to the best compared isomer or geometry (same formula, charge and spin) (kcal/mol) = 166.7
- calculated total energy (eV) = -7151.681

These are the Mulliken partial charges, in e, on atoms 1 to 6: C -0.088; C -0.036; C -0.360; C 0.287; N -0.056; N -0.419

***

A molecular structure, C27H31CaCl3FLi2N3O8 at a distorted geometry. Source: OMol25; level of theory: ωB97M-V with the def2-TZVPD basis set.

Positions of all 76 atoms, in Å:
C: 1.849 0.464 -0.502
C: 1.303 0.805 -2.018
C: 0.973 2.376 -2.449
C: 1.151 3.666 -1.402
C: 0.833 5.157 -1.998
C: -0.569 5.835 -1.495
C: -1.384 4.998 -0.347
C: -2.238 3.801 -1.078
C: -3.161 4.007 -2.450
N: -3.928 2.894 -3.137
C: -3.876 1.474 -2.560
C: -3.009 1.086 -1.202
C: -2.910 -0.425 -0.572
C: -2.052 -0.824 0.778
C: -1.271 0.369 1.590
C: -1.365 1.912 0.952
C: -2.186 2.284 -0.422
C: 1.667 3.297 0.110
C: 2.007 1.729 0.581
H: 2.124 -0.643 -0.181
H: 1.181 -0.072 -2.808
H: 0.608 2.557 -3.548
H: 0.802 5.048 -3.182
H: 1.733 5.854 -1.707
H: -1.240 6.042 -2.434
H: -0.285 6.909 -1.058
H: -2.195 5.749 0.105
H: -0.728 4.657 0.560
H: -3.196 5.106 -2.905
H: -4.516 3.054 -4.009
H: -4.496 0.625 -3.108
H: -3.458 -1.317 -1.124
H: -1.958 -1.914 1.205
H: -0.642 0.179 2.586
H: -0.750 2.727 1.573
H: 1.805 4.166 0.892
H: 2.365 1.458 1.674
C: 2.881 -2.435 -3.621
O: 2.402 -1.554 -4.318
N: 2.249 -2.934 -2.544
N: 4.084 -2.984 -3.868
H: 2.628 -3.659 -1.958
H: 1.341 -2.548 -2.322
H: 4.593 -2.637 -4.670
H: 4.495 -3.710 -3.306
Cl: 2.784 -5.361 -2.946
F: -4.416 -0.776 -3.944
Li: -0.216 -1.331 3.595
Cl: -0.516 -0.488 -2.299
Li: 1.284 5.782 1.889
Ca: 3.684 1.342 -1.675
C: -2.474 -6.488 2.645
C: -1.800 -5.354 2.857
C: -2.492 -4.117 3.270
O: -1.875 -3.078 3.463
C: -3.957 -4.182 3.440
C: -4.631 -5.316 3.227
C: -3.940 -6.553 2.815
O: -4.556 -7.592 2.622
H: -1.983 -7.404 2.341
H: -0.725 -5.290 2.737
H: -4.449 -3.266 3.744
H: -5.706 -5.379 3.347
C: 1.686 2.693 4.530
C: 0.874 2.049 5.668
O: 0.965 0.738 5.513
H: 1.290 2.426 3.542
H: 1.641 3.786 4.615
H: 2.744 2.406 4.567
H: -0.121 2.516 5.612
H: 1.271 2.496 6.593
O: 6.158 -6.808 -2.032
Cl: 6.394 -5.377 -2.014
O: 7.806 -5.118 -2.213
O: 5.978 -4.834 -0.736
O: 5.633 -4.749 -3.076

Computed properties:
- LUMO energy (eV) = -3.89
- orbital gap (eV) = 1.44
- strongest force on any atom (eV Å⁻¹) = 5.5
- HOMO (eV) = -5.33
- calculated total energy (eV) = -108445.633

These are the Mulliken partial charges, in e, on atoms 1 to 6: C -0.893; C -0.566; C -0.742; C 1.038; C -0.770; C -0.299

***

7 unconnected molecules or ions with the total composition C22H42O28S7 at a distorted geometry. Source: OMol25; level of theory: ωB97M-V with the def2-TZVPD basis set.

Positions of all 99 atoms, in Å:
C: 0.283 0.467 1.115
C: -0.140 1.566 0.118
C: -1.536 1.252 -0.502
C: -0.192 3.007 0.685
C: 0.829 3.350 1.800
C: 0.090 3.472 3.156
C: 1.449 4.739 1.524
O: 2.825 4.572 1.131
C: 3.593 5.664 1.414
O: 3.805 5.861 2.819
C: 4.763 4.912 3.090
O: 4.705 3.998 3.828
O: 5.791 5.215 2.229
C: 5.091 5.464 0.979
S: 5.363 4.028 -0.073
H: -0.516 -0.270 1.234
H: 1.107 -0.099 0.675
H: 0.526 0.815 2.119
H: 0.550 1.565 -0.726
H: -1.449 0.942 -1.543
H: -2.068 0.494 0.078
H: -2.184 2.133 -0.467
H: -0.103 3.688 -0.165
H: -1.198 3.176 1.081
H: 1.622 2.610 1.893
H: 0.636 4.117 3.850
H: -0.048 2.508 3.648
H: -0.877 3.959 3.005
H: 1.358 5.397 2.390
H: 0.920 5.249 0.710
H: 3.246 6.603 0.976
H: 5.375 6.414 0.532
H: 6.654 4.219 -0.391
C: 2.551 -4.394 3.331
C: 3.345 -3.226 2.790
O: 2.373 -2.188 2.617
S: 1.242 -2.313 3.737
O: 1.540 -1.420 4.796
O: -0.012 -2.311 3.072
O: 1.595 -3.799 4.221
H: 2.006 -4.909 2.537
H: 3.170 -5.109 3.866
H: 3.833 -3.451 1.846
H: 4.089 -2.880 3.511
C: -2.915 -1.356 3.457
C: -3.808 -1.823 4.584
O: -5.076 -1.185 4.323
S: -5.274 -1.038 2.739
O: -6.070 -2.124 2.279
O: -5.592 0.309 2.443
O: -3.771 -1.326 2.308
H: -2.544 -0.344 3.635
H: -2.076 -2.011 3.271
H: -3.431 -1.546 5.564
H: -3.963 -2.904 4.548
C: -5.816 -2.622 -0.876
C: -4.355 -2.790 -0.512
O: -3.704 -3.014 -1.776
S: -4.464 -2.203 -2.928
O: -3.779 -0.977 -3.154
O: -4.750 -3.105 -3.982
O: -5.797 -1.885 -2.111
H: -6.296 -3.584 -1.062
H: -6.372 -2.081 -0.119
H: -4.181 -3.625 0.160
H: -3.943 -1.881 -0.074
C: -9.186 -6.064 -5.109
C: -7.816 -6.522 -5.563
O: -7.074 -5.311 -5.734
S: -7.563 -4.219 -4.664
O: -6.677 -4.227 -3.562
O: -7.883 -3.027 -5.358
O: -8.929 -4.961 -4.236
H: -9.785 -5.706 -5.949
H: -9.732 -6.842 -4.582
H: -7.849 -7.081 -6.494
H: -7.321 -7.122 -4.796
C: -0.936 -1.742 -4.897
C: -0.871 -2.705 -3.733
O: 0.480 -2.591 -3.250
S: 0.998 -1.090 -3.467
O: 0.823 -0.371 -2.257
O: 2.241 -1.135 -4.145
O: -0.146 -0.620 -4.481
H: -0.481 -2.167 -5.795
H: -1.953 -1.427 -5.120
H: -1.086 -3.729 -4.022
H: -1.548 -2.404 -2.929
C: 11.121 5.230 0.317
C: 9.900 4.566 0.916
O: 9.156 4.102 -0.218
S: 10.168 3.686 -1.394
O: 10.374 2.285 -1.352
O: 9.769 4.353 -2.578
O: 11.473 4.403 -0.799
H: 10.889 6.229 -0.058
H: 11.949 5.289 1.017
H: 9.299 5.249 1.510
H: 10.172 3.701 1.523

Computed properties:
- LUMO energy (eV) = 0.24
- orbital gap (eV) = 9.61
- strongest force on any atom (eV Å⁻¹) = 1.8
- SMILES string = CC(C)C[C@H](C)CO[C@H]1OC(=O)O[C@H]1S.O=S1(=O)OCCO1.O=S1(=O)OCCO1.O=S1(=O)OCCO1.O=S1(=O)OCCO1.O=S1(=O)OCCO1.O=S1(=O)OCCO1
- HOMO (eV) = -9.37
- calculated total energy (eV) = -156664.896

These are the Mulliken partial charges, in e, on atoms 1 to 6: C -1.357; C 1.495; C -1.455; C -1.775; C 1.293; C -1.839